A molecular structure, INa, computed with wB97M-V/def2-TZVPD.

XYZ file:
```
2
INa (wB97M-V/def2-TZVPD)
I -0.485 -0.784 1.119
Na 0.485 0.784 -1.119
```

Values from the calculation:
Largest force on an atom (eV/Å): 0.65
HOMO energy (eV): -7.863
Relative energy (zero: lowest compared OMol25 entry of this formula, charge and spin) (eV): 0.040

natural (NBO) analysis output, partial charges in e: atom 1 (I): -0.9081, atom 2 (Na): 0.9081